Below is C4H5IOS in the gas phase at a distorted geometry, with properties calculated with ωB97M-V with the def2-TZVPD basis set.

Positions of all 12 atoms, in Å:
C: 0.233 2.166 0.165
C: 0.197 -1.013 0.174
C: 0.670 -0.212 -1.016
C: -0.986 -0.507 0.894
O: -0.134 3.085 0.808
S: 1.511 1.382 -0.549
I: -2.844 -0.462 -0.015
H: -0.031 -2.154 -0.203
H: 0.890 -1.176 0.961
H: 1.401 -0.654 -1.609
H: -0.108 -0.054 -1.601
H: -0.799 -0.400 1.989

Its maximum force is 0.09255 Eh/bohr. The energy above the lowest of the compared OMol25 structures with the same formula, charge and spin comes out at 386.3 kJ/mol. The LUMO energy (alpha / beta) comes out at -0.284 / 0.067 eV. Its HOMO energy (alpha / beta) is -7.24 / -8.01 eV.


Below is a gas-phase ion, C8H16N2P (charge +1) at a distorted geometry, with properties calculated with ωB97M-V with the def2-TZVPD basis set.

Positions of all 27 atoms, in Å:
C: 0.896 1.236 -2.559
C: 2.140 0.480 -2.001
C: 1.577 -0.431 -0.888
N: 0.463 0.319 -0.259
C: -0.428 -0.436 0.607
C: -1.385 0.453 1.314
C: -2.509 -0.376 1.964
N: -2.193 -1.595 2.687
P: -0.805 -2.320 2.828
C: 0.363 -1.393 1.642
C: -0.178 1.120 -1.390
H: 1.262 2.241 -2.810
H: 0.450 0.866 -3.506
H: 2.597 -0.059 -2.753
H: 2.855 1.125 -1.645
H: 1.276 -1.365 -1.182
H: 2.422 -0.541 -0.279
H: 0.936 0.838 0.446
H: -1.158 -1.085 0.049
H: -1.852 1.052 0.627
H: -1.034 1.033 2.205
H: -2.923 0.355 2.698
H: -3.347 -0.780 1.279
H: 1.002 -2.229 1.132
H: 1.001 -0.954 2.326
H: -0.517 2.002 -0.864
H: -0.911 0.442 -1.667

Its charge is +1. Its maximum force is 0.08015 Eh/bohr. The energy above the lowest of the compared OMol25 structures with the same formula, charge and spin comes out at 15.5 kJ/mol. Its SMILES is C1CC[NH+]([C@@H]2CCN=PC2)C1. The LUMO energy comes out at -3.169 eV. Its HOMO energy is -12.56 eV.


Below is a molecular structure, C31H67F6N2O10Y at a distorted geometry, with properties calculated with ωB97M-V with the def2-TZVPD basis set.

Positions of all 117 atoms, in Å:
Y: 4.468 2.648 -2.913
C: 1.280 0.566 -0.627
C: 2.627 1.071 -0.156
O: 3.505 1.369 -1.211
H: 1.179 -0.516 -0.685
H: 0.924 1.074 -1.530
H: 0.497 0.950 0.041
H: 3.053 0.369 0.570
H: 2.424 1.982 0.422
C: 3.078 -4.463 -4.572
O: 2.535 -3.894 -3.380
O: 4.081 -3.686 -4.965
C: 3.295 -6.002 -4.398
F: 4.167 -6.429 -5.313
F: 3.706 -6.323 -3.150
F: 2.148 -6.709 -4.578
C: 1.240 -4.340 -2.979
C: 0.726 -3.281 -2.034
H: 0.421 -2.363 -2.554
H: -0.222 -3.527 -1.549
H: 1.399 -2.994 -1.225
H: 1.282 -5.279 -2.424
H: 0.506 -4.390 -3.787
H: 2.289 -4.417 -5.351
C: 1.555 4.623 -2.663
O: 0.871 3.765 -3.554
O: 2.883 4.417 -2.882
C: 1.060 6.092 -2.869
F: 1.895 6.859 -3.592
F: -0.133 6.135 -3.457
F: 0.984 6.658 -1.639
C: -0.429 3.339 -3.256
C: -0.824 2.255 -4.286
H: -0.837 2.740 -5.261
H: -0.101 1.439 -4.254
H: -1.794 1.815 -4.062
H: -1.220 4.082 -3.383
H: -0.448 2.855 -2.272
H: 1.345 4.303 -1.636
O: 3.248 -1.255 -2.889
H: 2.653 -2.000 -2.714
H: 2.910 -0.530 -2.352
O: 5.504 -1.078 -0.538
H: 5.150 -1.665 0.140
H: 4.844 -0.373 -0.632
C: -0.496 -2.895 1.422
C: -1.932 -3.448 1.160
C: -1.734 -4.864 0.613
C: -3.006 -5.693 0.674
C: -3.410 -5.814 2.149
C: -3.664 -4.447 2.788
N: -2.598 -3.512 2.455
O: -2.915 -2.198 2.905
C: -5.018 -3.951 2.271
C: -3.747 -4.642 4.315
C: -2.522 -2.516 0.079
H: -0.001 -3.406 2.250
H: -0.608 -1.817 1.580
H: 0.213 -2.966 0.598
H: -1.455 -4.876 -0.445
H: -0.882 -5.310 1.135
H: -2.909 -6.708 0.285
H: -3.738 -5.165 0.060
H: -2.662 -6.439 2.640
H: -4.331 -6.403 2.111
H: -5.871 -4.573 2.562
H: -5.265 -2.953 2.649
H: -5.170 -3.817 1.196
H: -4.355 -5.518 4.533
H: -2.742 -4.697 4.723
H: -4.327 -3.794 4.686
H: -3.566 -2.792 -0.097
H: -1.991 -2.496 -0.870
H: -2.580 -1.490 0.445
H: -2.072 -1.885 3.254
C: -2.478 1.961 0.582
C: -2.301 2.833 1.844
C: -0.850 3.272 1.899
C: -0.540 4.403 0.901
C: -1.536 5.521 0.991
C: -3.028 5.102 0.933
N: -3.197 3.995 1.890
O: -4.524 3.589 2.109
C: -3.791 6.279 1.526
C: -3.533 4.800 -0.486
C: -2.521 1.912 3.051
H: -2.010 0.984 0.682
H: -2.171 2.455 -0.339
H: -3.537 1.753 0.377
H: -0.531 3.610 2.891
H: -0.177 2.431 1.711
H: -0.558 3.940 -0.095
H: 0.475 4.740 1.121
H: -1.249 6.289 0.266
H: -1.322 6.011 1.947
H: -3.736 7.186 0.916
H: -4.851 6.013 1.550
H: -3.447 6.581 2.512
H: -4.477 4.261 -0.548
H: -3.639 5.721 -1.063
H: -2.765 4.246 -1.027
H: -2.306 2.447 3.978
H: -1.794 1.094 3.113
H: -3.486 1.408 3.044
H: -4.807 3.183 1.268
C: 6.671 1.581 1.216
C: 7.196 0.542 2.205
C: 6.140 0.052 3.188
O: 7.706 -0.556 1.443
H: 7.267 1.614 0.304
H: 6.843 2.572 1.657
H: 5.609 1.436 1.019
H: 8.095 0.900 2.709
H: 5.248 -0.357 2.709
H: 5.793 0.891 3.798
H: 6.579 -0.724 3.812
H: 7.169 -0.782 0.672

Its maximum force is 0.12318 Eh/bohr. The LUMO energy comes out at -4.199 eV. Its HOMO energy is -6.27 eV.


Below is a molecular structure, C38H66InO68S16 at a distorted geometry, with properties calculated with ωB97M-V with the def2-TZVPD basis set.

Positions of all 189 atoms, in Å:
In: 8.242 23.017 2.691
C: 7.457 25.047 7.534
C: 7.493 24.237 6.232
C: 7.287 22.652 6.345
O: 7.517 21.971 5.280
C: 6.861 22.059 7.550
C: 6.590 22.902 8.608
C: 6.957 24.465 8.631
O: 6.870 25.204 9.656
O: 6.295 22.253 9.683
O: 7.531 24.659 5.040
H: 7.929 26.016 7.463
H: 6.550 21.026 7.509
C: 9.366 28.291 0.063
C: 10.796 27.885 -0.074
O: 11.182 27.199 1.110
S: 10.013 27.144 2.282
O: 10.328 27.975 3.471
O: 9.566 25.749 2.586
O: 8.917 27.961 1.306
H: 8.848 27.687 -0.682
H: 9.232 29.348 -0.164
H: 11.475 28.722 -0.235
H: 11.109 27.279 -0.924
C: 11.292 20.990 7.972
C: 10.884 22.369 8.427
O: 10.909 23.246 7.256
S: 11.404 22.386 5.919
O: 12.874 22.397 5.768
O: 10.579 22.699 4.781
O: 10.810 20.991 6.653
H: 10.990 20.099 8.523
H: 12.379 20.923 7.926
H: 11.544 22.709 9.225
H: 9.871 22.501 8.808
C: 9.822 25.940 11.483
C: 10.816 26.763 10.805
O: 11.426 27.701 11.811
S: 11.099 27.151 13.345
O: 10.126 28.043 13.979
O: 12.326 26.776 13.992
O: 10.277 25.814 12.757
H: 9.533 25.030 10.958
H: 8.868 26.454 11.599
H: 10.479 27.463 10.040
H: 11.564 26.168 10.281
C: 1.881 22.225 5.869
C: 2.227 20.941 5.143
O: 3.566 21.169 4.700
S: 3.625 22.688 3.960
O: 2.789 22.807 2.761
O: 5.018 23.163 3.983
O: 2.884 23.178 5.366
H: 1.955 22.144 6.954
H: 0.838 22.501 5.722
H: 1.484 20.636 4.406
H: 2.281 20.208 5.948
C: 3.212 26.718 4.289
C: 4.497 26.640 5.092
O: 5.460 26.755 4.104
S: 4.930 26.378 2.520
O: 5.672 25.180 2.067
O: 4.910 27.535 1.646
O: 3.424 26.040 3.070
H: 2.874 27.716 4.010
H: 2.367 26.201 4.743
H: 4.619 25.640 5.507
H: 4.600 27.471 5.790
C: 2.522 28.252 10.337
C: 1.126 28.217 9.758
O: 0.275 27.714 10.799
S: 0.890 27.956 12.311
O: 1.065 26.728 13.017
O: -0.043 28.891 13.003
O: 2.234 28.666 11.661
H: 3.214 29.023 9.998
H: 3.059 27.303 10.342
H: 0.898 27.605 8.885
H: 0.885 29.268 9.595
C: 10.891 29.543 6.515
C: 12.137 29.453 5.539
O: 12.799 28.214 5.676
S: 11.989 27.157 6.608
O: 12.625 27.104 7.969
O: 11.828 25.886 5.832
O: 10.551 28.185 6.560
H: 10.071 30.164 6.153
H: 11.154 29.617 7.570
H: 12.794 30.273 5.830
H: 11.910 29.517 4.475
C: 12.646 18.275 4.752
C: 12.614 17.718 3.343
O: 11.697 18.375 2.559
S: 11.746 19.979 3.002
O: 10.427 20.643 2.904
O: 12.876 20.623 2.349
O: 12.013 19.510 4.552
H: 13.641 18.352 5.191
H: 11.988 17.671 5.376
H: 12.581 16.630 3.293
H: 13.590 17.763 2.859
C: 9.389 19.001 10.724
C: 8.298 19.274 9.639
O: 8.898 18.635 8.529
S: 9.626 17.231 8.911
O: 10.626 16.972 7.881
O: 8.648 16.238 9.320
O: 10.315 18.049 10.201
H: 8.853 18.591 11.581
H: 9.952 19.909 10.940
H: 8.231 20.311 9.311
H: 7.338 18.912 10.006
C: 4.550 18.099 9.317
C: 3.743 17.879 8.122
O: 4.091 16.628 7.470
S: 5.363 15.897 8.259
O: 6.221 15.325 7.282
O: 4.831 15.027 9.328
O: 5.810 17.381 8.894
H: 4.080 17.747 10.235
H: 4.789 19.148 9.488
H: 3.918 18.681 7.404
H: 2.660 17.825 8.230
C: 5.382 20.824 14.969
C: 4.402 21.255 13.932
O: 4.702 20.884 12.667
S: 5.928 19.719 12.727
O: 7.166 20.271 12.198
O: 5.356 18.477 12.194
O: 5.999 19.714 14.366
H: 4.881 20.585 15.906
H: 6.158 21.538 15.246
H: 4.055 22.289 13.932
H: 3.541 20.600 14.063
C: 3.289 24.177 9.859
C: 3.180 22.873 10.563
O: 1.856 22.484 10.274
S: 0.761 23.692 9.936
O: -0.176 23.794 11.110
O: 0.179 23.552 8.616
O: 2.016 24.825 9.862
H: 3.603 23.763 8.901
H: 4.120 24.814 10.161
H: 3.371 23.054 11.621
H: 3.853 22.103 10.185
C: 7.181 18.643 5.894
C: 8.057 17.430 5.510
O: 8.383 17.541 4.097
S: 7.331 18.580 3.400
O: 6.524 17.875 2.425
O: 7.946 19.846 3.057
O: 6.425 18.762 4.776
H: 7.701 19.593 6.023
H: 6.432 18.568 6.682
H: 7.676 16.437 5.746
H: 9.038 17.637 5.937
C: 3.668 21.347 -1.472
C: 4.760 20.292 -1.796
O: 5.587 20.084 -0.661
S: 4.938 20.630 0.765
O: 5.999 21.268 1.574
O: 4.143 19.593 1.426
O: 3.943 21.640 -0.073
H: 2.673 21.067 -1.819
H: 3.963 22.225 -2.047
H: 5.331 20.648 -2.654
H: 4.534 19.287 -2.152
C: 6.884 25.318 13.437
C: 6.910 26.715 13.977
O: 5.573 27.085 14.092
S: 4.499 25.733 14.105
O: 3.746 25.495 12.889
O: 3.766 25.687 15.413
O: 5.712 24.759 14.059
H: 7.707 24.679 13.757
H: 6.881 25.194 12.354
H: 7.312 27.473 13.306
H: 7.364 26.720 14.968
C: 6.387 28.685 9.128
C: 7.241 29.070 7.825
O: 8.311 29.796 8.271
S: 8.029 30.632 9.711
O: 7.841 32.047 9.518
O: 8.997 30.320 10.786
O: 6.542 29.839 9.923
H: 6.986 28.020 9.750
H: 5.326 28.483 8.983
H: 6.605 29.631 7.140
H: 7.705 28.136 7.509

Its charge is +1. Its maximum force is 0.13139 Eh/bohr. The energy above the lowest of the compared OMol25 structures with the same formula, charge and spin comes out at 172.4 kJ/mol. The LUMO energy comes out at -8.324 eV. Its HOMO energy is -12.34 eV.


Number 1: energy -926.39500 hartree. Number 2: energy -764.96836 hartree. Number 3: energy -2720.50135 hartree. Number 4: energy -13163.80404 hartree.